(1)
DFT (wB97M-V/def2-TZVPD) results for one molecule with the formula C27H26N4O5.

Last column: Löwdin charge in e.
Geometry (Å):
C 5.8412 4.6102 1.5296  -0.088
O 4.8164 3.7128 1.8844  -0.081
C 3.7073 3.6468 1.1015  -0.272
C 2.7139 2.7616 1.5296  0.011
C 1.5553 2.6029 0.8040  -0.025
C 1.3568 3.3263 -0.3711  -0.172
C 0.0965 3.2298 -1.1604  -0.429
O -0.4533 4.2110 -1.6183  0.088
N -0.4622 1.9901 -1.2926  0.152
C 0.1357 0.7542 -1.1084  -0.180
C 1.4801 0.5604 -1.4364  -0.003
C 2.1238 -0.6342 -1.2082  -0.014
C 1.4352 -1.7095 -0.6423  -0.156
C 2.0701 -2.9864 -0.3386  -0.220
N 1.3914 -3.8346 0.3426  0.111
N 1.9423 -5.0268 0.6676  0.063
C 3.0453 -5.5995 0.1067  -0.479
O 3.4411 -6.6866 0.4625  0.071
C 3.6435 -4.7745 -1.0113  -0.055
C 3.4957 -3.2729 -0.7536  -0.299
C 4.4392 -2.8107 0.3629  -0.034
C 0.0817 -1.5361 -0.3572  0.041
C -0.5825 -0.3423 -0.5954  -0.140
N -1.9396 -0.2949 -0.2267  0.148
C -2.9892 0.3181 -0.8464  -0.399
O -2.8730 1.0019 -1.8517  0.066
C -4.3073 0.0753 -0.2137  -0.143
C -5.4402 0.2272 -1.0078  -0.001
C -6.7075 0.0268 -0.4984  -0.003
C -6.8673 -0.3188 0.8415  -0.270
O -8.0545 -0.5407 1.4534  -0.075
C -9.2407 -0.4037 0.7055  -0.081
C -5.7332 -0.4484 1.6501  0.006
C -4.4731 -0.2568 1.1321  -0.025
C 2.3302 4.2306 -0.7751  -0.010
C 3.5026 4.3872 -0.0586  -0.009
H 6.6078 4.4987 2.2948  0.093
H 6.2689 4.3662 0.5518  0.095
H 5.4846 5.6449 1.5233  0.097
H 2.8790 2.2128 2.4432  0.119
H 0.7926 1.9269 1.1609  0.123
H -1.4146 1.9643 -1.6771  0.117
H 2.0231 1.3836 -1.8736  0.125
H 3.1670 -0.7148 -1.4664  0.108
H 1.4028 -5.5667 1.3334  0.157
H 4.6899 -5.0534 -1.1390  0.129
H 3.1081 -5.0516 -1.9257  0.137
H 3.7390 -2.7393 -1.6757  0.133
H 5.4736 -2.9928 0.0798  0.085
H 4.2350 -3.3555 1.2827  0.090
H 4.3103 -1.7483 0.5579  0.079
H -0.4541 -2.3707 0.0686  0.114
H -2.1879 -1.0062 0.4473  0.131
H -5.3072 0.5054 -2.0422  0.123
H -7.5598 0.1466 -1.1478  0.106
H -9.3558 0.6138 0.3199  0.098
H -9.2756 -1.1157 -0.1248  0.097
H -10.0515 -0.6199 1.3991  0.094
H -5.8760 -0.6959 2.6900  0.120
H -3.6231 -0.3314 1.7952  0.114
H 2.1604 4.8125 -1.6686  0.123
H 4.2415 5.0905 -0.4086  0.103

Maximum force = 0.0177 hartree/bohr
2S+1 = 1
SMILES = COc1ccc(C(=O)Nc2ccc(C3=NNC(=O)C[C@@H]3C)cc2NC(=O)c2ccc(OC)cc2)cc1
ΔE to the lowest compared entry with this formula, charge and spin = 0.000 eV

=====

(2)
DFT (wB97M-V/def2-TZVPD) results for C4HF3 as an isolated structure in a non-equilibrium geometry.

Last column: Löwdin charge in e.
Geometry (Å):
C -0.6308 -2.8893 0.1547  0.158
C -0.1172 -1.8166 -0.2728  -0.220
C 0.4123 -0.6172 -0.1224  0.030
C 1.8559 -0.2553 -0.0116  -0.671
F 2.1918 0.0633 1.2429  0.155
F 2.6623 -1.2490 -0.4001  0.154
F 2.1478 0.8068 -0.7724  0.141
H -0.4744 0.4671 0.0213  0.253

Maximum force = 0.0976 hartree/bohr
2S+1 = 1
ΔE to the lowest compared entry with this formula, charge and spin = 0.697 eV

=====

(3)
DFT (wB97M-V/def2-TZVPD) results for one molecule with the formula C3H3ClO2 in a non-equilibrium geometry.

Last column: Löwdin charge in e.
Geometry (Å):
C 0.4101 0.9875 0.5125  0.020
C -0.2428 -0.3598 0.4131  -0.492
O -0.5282 -1.0869 1.3558  0.105
C -0.3920 -0.8546 -0.9006  -0.919
O 0.7297 -1.0841 -1.2457  0.091
Cl -1.7022 -1.0991 -1.8355  0.884
H 0.9468 1.1303 -0.5068  0.131
H 1.1602 0.8396 1.3553  0.126
H -0.3815 1.5271 0.8519  0.054

Maximum force = 0.0995 hartree/bohr
2S+1 = 1
SMILES = CC(=O)C(=O)Cl
ΔE to the lowest compared entry with this formula, charge and spin = 1.318 eV

=====

Question: Which value of 2S+1 does entry 1 give?
Answer: 1

=====

Question: Which value of ΔE to the lowest compared entry with this formula, charge and spin does entry 3 give?
Answer: 1.318 eV